# 1
Computed, not measured: C37H69ClF4N6O11Si2 as an isolated structure at a distorted geometry, with the ωB97M-V functional and the def2-TZVPD basis.

Summary:
Electronic energy ... -4045.6899 Eh
Maximum force ... 9.29 eV Å⁻¹

The geometry in XYZ format:
```
130
Properties=species:S:1:pos:R:3:mulliken_charge:R:1
N 2.4279 9.0639 2.5040 -0.1804
H 3.5187 10.8157 2.4946 0.2842
H -5.2130 -2.9780 -0.1851 0.2400
H -1.6903 -0.1716 5.0226 0.2677
F 1.1138 1.3366 -1.3939 -0.3566
C 0.7043 -7.1389 3.0092 -1.4040
H 0.7832 -1.1362 3.8282 0.1382
H -1.9727 -4.1362 -11.0951 0.3797
C 3.6235 1.6848 0.8035 -0.2910
O 2.7658 -4.9148 8.2215 -0.6591
H 2.5954 -0.9094 9.4567 0.3096
H -1.5494 -2.9933 -4.4738 0.2399
H -3.1256 -4.3389 0.2019 0.1801
H 5.1575 -0.8691 1.3457 0.3341
H 4.1187 -0.9562 8.5324 0.2665
C 2.6146 7.7655 2.8774 0.7571
O -1.0104 -5.7222 2.1258 -0.5864
Cl 3.9873 -1.4897 5.0894 -0.0797
Si 2.7841 0.1455 1.5967 -0.0863
H -1.5423 5.2983 -3.3529 0.2617
H 3.3786 1.8679 -0.3259 0.3022
H 0.5363 -8.2146 3.1092 0.3767
C -6.5742 -0.1270 -0.7312 -0.2908
C -0.5545 5.1284 -3.7883 -0.6285
H -8.8840 2.4751 1.2047 0.2740
H 0.4079 -1.2622 -12.0851 0.2963
O 2.1658 6.8571 2.1837 -0.6425
H 1.5965 -7.6223 -0.5560 0.2929
H -1.3648 -1.3174 -1.3428 0.0615
Si 0.0563 -0.2627 0.6281 -0.1018
C -1.2662 -2.6481 -9.7306 0.8466
H 4.3893 7.9025 4.0637 0.3588
H -0.6016 -6.6471 -0.0333 0.2377
N 0.0168 -7.0677 0.6508 -0.1114
H 3.4238 10.0395 4.0958 0.3232
H 1.9954 10.8624 3.4189 0.2869
H -8.1616 1.6857 -1.3991 0.2527
H 2.8546 7.9496 4.9950 0.3520
C -5.8945 -0.8954 0.5467 0.4365
H -0.5873 4.2382 -4.4213 0.2276
C 4.2485 -1.0701 2.0839 -0.4681
H 2.1864 0.5545 2.8590 -0.1331
H 0.0343 1.1563 2.8605 0.5164
H 1.7563 -6.9357 2.7922 0.3880
O 5.8353 0.0892 3.8143 -0.4958
H -0.9101 0.7186 -7.3781 0.3092
O -3.5110 -1.6784 -0.1965 -0.3433
H -1.5200 -4.7541 -9.4944 0.2831
C 1.8126 6.8737 -3.4044 -1.1614
C -0.3227 -1.1077 3.3895 0.3401
H -2.4423 -1.6762 1.6510 -0.0569
H 3.4546 -3.8223 11.0328 0.3480
H -2.4434 -3.9938 1.9455 0.2002
F 0.0892 2.6137 0.3889 -0.2744
C 3.4745 -1.5128 9.2174 -0.8351
H -0.4454 -2.0804 2.7099 -0.0680
O -0.6482 -0.8508 -3.4966 -0.4379
H -5.9508 -0.9866 2.9907 0.1741
O 1.7384 -0.7742 0.5295 -0.4784
H -6.2929 -0.4316 -1.8292 0.2726
H -0.8493 6.4827 -5.3957 0.2231
C -0.1619 -6.5842 1.9134 0.7959
H 1.9069 9.1640 1.6404 0.2394
H 1.3081 6.9550 -2.4378 0.3357
H 3.4443 6.4213 4.3127 0.2252
C -6.4062 -0.4165 2.0570 -0.3691
H 4.0443 -5.3506 10.3505 0.2740
H -1.2580 -4.2653 0.4947 0.0258
H -2.4124 -1.8189 4.2092 0.2320
H 2.3723 4.8493 1.7315 0.3813
H -0.2434 -4.2933 -10.6376 0.3845
C -7.4911 0.7866 2.3142 -0.3455
H -0.5812 -2.7215 -12.3450 0.3374
N -0.9502 -1.6239 -10.5740 -0.1427
C -0.5876 -1.6977 -11.9694 -0.8937
H -0.4836 -2.8148 -5.8813 0.3669
H 4.8071 1.5379 0.8588 0.4630
N -0.2978 -0.0761 -5.5747 -0.0618
O -1.5544 -2.4124 -8.5604 -0.6697
H 2.5069 -2.6079 7.6782 0.1447
H 0.3855 -8.8917 -0.2413 0.2911
C 3.2146 -4.0063 8.9152 0.8389
H 4.0238 -1.7324 10.1336 0.3163
F -1.5000 2.7926 -2.0882 -0.2801
H -2.1360 -2.1121 -5.8980 0.3623
H 0.4472 -6.6586 3.9576 0.2949
H -1.2480 0.6693 -2.2341 -0.4300
H 0.7301 0.0212 -7.3615 0.3100
H 0.1727 4.9785 -2.9895 0.2012
H -0.9843 -0.7125 -10.1318 0.2052
C -7.6685 1.0888 -0.4915 -0.3975
H -1.3086 -1.1064 -12.5393 0.2997
C 3.3369 3.0368 1.7461 0.3336
O 3.4494 3.0133 3.0897 -0.5892
H -4.6152 -2.4738 1.5781 0.2347
C -8.1287 1.5836 1.0305 -0.3597
C 4.7844 -0.7336 3.5965 0.2985
H 4.9893 -3.8694 10.1015 0.3414
H -7.7517 1.0606 3.4230 0.2761
C -1.2553 -2.3209 -5.2849 -1.3252
H 2.2702 5.8870 -3.5141 0.3182
H -0.6933 -1.0498 -7.4113 -0.0367
C -0.2986 -0.1123 -7.0179 -0.4844
H 1.5694 -8.4578 1.0178 0.3503
H -0.2752 -2.5515 -0.4258 0.1970
F -2.6659 1.1639 -0.6633 -0.1936
C 3.3761 7.5001 4.1457 -1.1999
H 2.6028 7.6288 -3.4472 0.2992
C 2.8745 10.2590 3.1796 -0.8560
C -0.7172 -1.0418 -4.7077 0.5151
N -0.2315 6.2609 -4.6234 -0.1196
C 0.8303 7.1102 -4.5171 0.7163
C 3.9761 -4.2717 10.1835 -1.2205
N 3.0279 -2.7079 8.5418 -0.1163
C -0.0504 1.3877 -0.4325 0.8679
C -4.7575 -2.0913 0.4668 -0.4303
C -2.2812 -3.7801 0.7889 -0.7781
H -1.6987 0.4495 2.3960 0.5364
C -1.3972 1.4714 -1.3630 1.0115
H 3.9004 -2.2085 1.9996 0.3465
C -1.4637 -1.2284 4.5631 -1.0043
C -1.2472 -4.0460 -10.2822 -1.3711
C 0.9535 -8.0717 0.2048 -0.9028
O 2.9865 4.3337 1.1262 -0.4005
C -0.9960 -1.6162 -0.2475 -0.4767
H -0.9676 -1.8701 5.4389 0.2845
O 0.9601 8.0331 -5.3167 -0.6685
C -0.5419 0.2205 2.3966 -0.8454
C -2.3142 -2.1262 0.5793 1.0803
H 0.0514 0.7559 -5.1131 0.1679
```


# 2
Computed, not measured: a 4-piece molecular cluster, C37H69F17N9O7P3 overall at a distorted geometry, with the ωB97M-V functional and the def2-TZVPD basis.

Summary:
Electronic energy ... -5192.3402 Eh
Maximum force ... 5.67 eV Å⁻¹
SMILES string ... COCCCCC1=C(CCC(F)(F)C(F)(F)C(F)(F)C(F)(F)C(F)(F)C(F)(F)C(F)(F)C(F)(F)F)C(=O)OC1=O.CN(C)P(=O)(N(C)C)N(C)C.CN(C)P(=O)(N(C)C)N(C)C.CN(C)P(=O)(N(C)C)N(C)C

The geometry in XYZ format:
```
142
Properties=species:S:1:pos:R:3:mulliken_charge:R:1
C 4.2576 -1.5728 4.1547 1.0551
P 0.1870 -5.7978 -5.0317 0.6961
H 2.9119 -0.0695 3.5279 0.5076
N 0.5437 -7.0194 -3.8867 0.2800
N -4.6079 5.3925 0.0806 0.3682
H -3.8840 -0.8088 1.0786 0.3041
F 5.7737 1.0254 5.2772 -0.2992
O -1.7277 -0.2585 -1.6898 -0.7503
C 8.9543 1.5222 4.7551 0.6625
O 5.1922 2.2320 0.0296 -0.3528
F 9.3353 -0.1388 3.1836 -0.3115
O -1.2599 -5.5560 -4.6559 -0.9180
H -6.1055 8.4150 -0.0553 0.3136
H -8.6649 6.0120 -0.4690 0.4145
H -4.3683 -3.6314 -4.0707 0.3717
H 0.2214 -7.5793 -1.8882 0.3484
H -0.3131 -1.7149 0.0682 0.4026
H -5.5904 -2.4421 -0.9088 0.2606
P -5.4115 6.1273 1.3976 0.6697
H -1.2500 -7.5744 -2.8853 0.2777
F 9.3927 -0.8332 5.1998 -0.2631
H 1.2971 4.4069 1.1727 0.5380
N -6.3385 5.0626 2.3949 0.2586
H -7.7252 8.0950 -0.6649 0.3592
H -5.4007 1.2799 -1.3511 0.3603
C -4.5435 0.7701 -1.7948 -1.1482
C -0.1406 3.7339 2.7134 -0.9837
H 2.0001 -3.3932 -5.5451 0.3165
H 2.8298 -1.2686 1.5315 0.3742
H -0.3156 -3.4457 -0.3435 0.3960
F 6.8645 -0.0574 2.9676 -0.1683
O -4.2128 6.3618 2.2921 -0.9026
H -3.7371 1.4997 -1.9413 0.2407
O 3.6138 3.7439 0.5691 -0.5069
H 4.6574 -1.4205 1.4351 0.5577
H 4.5287 0.4433 3.3297 0.7900
F 5.4941 -2.3570 5.9998 -0.2949
F 4.2332 -0.6602 6.3224 -0.3092
F 9.5570 4.2037 5.5703 -0.2368
H -0.5026 -7.8305 -8.0312 0.3872
C -3.1816 5.6554 -0.0695 -1.5312
H -4.3667 3.3098 0.1136 0.4156
C 0.8558 3.3375 -0.6997 -1.0273
C -0.6795 -2.4623 -0.6505 -1.3918
H -0.0315 5.0398 0.1969 0.3639
H -8.6854 6.0822 1.3028 0.2998
F 7.8072 2.2760 6.7248 -0.2811
C 8.7546 0.0169 4.3927 0.3913
H 0.8427 3.3102 2.9490 0.4039
H 0.1881 -4.4196 -7.4938 0.2978
H -4.5173 4.0145 -1.4933 0.5049
C -0.4812 -5.2877 -7.5419 -1.1383
C 1.5476 1.2492 0.7336 0.9531
H -7.4261 6.6076 3.3169 0.3177
N -4.1127 -0.3440 -0.9662 0.3360
H 2.4957 -6.9112 -6.7393 0.2682
C 6.2675 -0.2234 5.2931 0.6960
H -4.9990 0.4744 0.7357 0.3117
H -2.7934 -2.8565 -4.0058 0.2911
H -3.2505 0.7904 0.6294 0.1102
C -7.0477 7.9048 0.1691 -0.9972
C 0.8636 1.8093 -0.5308 -1.0921
H -6.6829 3.1664 3.1915 0.3995
H -6.0091 -1.7251 -2.4744 0.2980
H 3.7470 -5.8041 -6.2152 0.4025
H -7.9722 4.6975 0.4580 0.2524
H 2.4730 -5.2335 -7.3083 0.3021
C 3.8764 2.5970 0.3254 0.1126
C 2.6810 -5.8818 -6.4490 -0.9523
H -0.5254 -6.0567 -2.3425 0.1340
H -0.0931 4.8154 2.8403 0.3299
C 3.7982 -0.8194 1.7169 -0.6415
H -1.4893 -4.9508 -7.2708 0.2886
H -4.8632 0.4141 -2.7821 0.3167
H 1.3595 1.3951 -1.4103 0.5316
N -2.1351 -2.4719 -0.7265 0.6266
C 5.0728 -1.2162 5.4275 0.3236
N -6.8125 6.4614 0.3398 0.0952
F 3.0732 -2.0596 4.6506 -0.3662
C 0.4553 4.1237 0.5475 -0.6097
H -2.9432 6.6903 0.1620 0.3618
H -0.4912 -5.6242 -8.5795 0.3629
H 1.5399 -8.7711 -3.3260 0.3682
H -7.5054 5.0601 4.1479 0.3560
F 7.9663 2.2317 4.1695 -0.2731
H -4.2338 -1.8842 -4.3593 0.3059
N -0.0006 -6.3411 -6.6611 0.2267
C -5.8793 3.7188 2.6970 -0.9473
N -4.0139 -2.4815 -2.3181 0.1130
C -0.2994 -7.0594 -2.6954 -0.7758
C -5.4277 -2.5126 -1.9801 -0.9424
H -0.1715 -8.4313 -6.4395 0.2731
O -0.5149 3.4409 1.3700 -0.1458
C -4.8842 4.0872 -0.4647 -1.2451
C 2.3354 -4.1581 -4.8353 -0.9897
C -2.6925 -3.0017 0.4946 -1.0610
C -6.8400 5.7215 3.5909 -1.1940
F 4.7954 -2.6145 3.4974 -0.3218
C 5.2653 0.9207 0.4517 0.0086
H 0.0943 3.5511 -1.4545 0.4646
H 1.9009 -3.9244 -3.8579 0.2950
H -7.4715 8.3604 1.0716 0.3269
C -3.8523 -2.7216 -3.7630 -1.0515
H -1.7170 -7.6120 -6.7499 0.2629
H -2.5982 5.0048 0.5954 0.6050
C 3.9538 0.4816 0.9969 -0.1090
H -0.2392 -2.2416 -1.6191 0.3180
H 3.4191 -4.0840 -4.7336 0.3657
F 9.5375 1.0310 7.0703 -0.2962
C -0.6418 -7.6065 -6.9704 -1.0018
C 9.0142 1.9464 6.2456 0.6865
P -2.8577 -1.2696 -1.7106 0.5059
H -3.7700 -3.1554 0.4312 0.2332
F 11.1909 2.9750 6.4229 -0.2362
F 7.3809 -1.8316 4.0701 -0.3290
H -5.8259 -3.4801 -2.2997 0.4056
H -6.0292 6.0463 4.2541 0.3273
F 6.9777 -0.3123 6.4455 -0.3097
H -4.9922 3.6995 3.3433 0.2960
C -8.0918 5.7763 0.4330 -0.9554
C 3.8914 -0.4281 3.2171 -1.6462
C -4.0380 0.0509 0.4294 -0.8470
H 0.2182 -9.0280 -4.4652 0.3924
C 9.8918 3.2443 6.4246 0.6193
H 1.7734 3.7254 -1.1322 0.4334
F 10.0893 1.9290 4.1583 -0.3266
H 1.3895 0.1725 0.6329 -0.2295
C 1.0315 -8.3425 -4.1949 -1.0761
N 1.9356 -5.5120 -5.2557 0.0871
O 6.1514 0.1852 0.1284 -0.5688
H -2.4742 -2.3606 1.3589 0.3683
H 1.0641 1.5561 1.6545 0.2393
C 3.0355 1.3964 0.6618 0.5172
H -0.8533 3.2472 3.3745 0.2371
H -5.6625 3.1587 1.7889 0.1853
F 9.6025 3.7074 7.6578 -0.2628
H -0.1614 1.4478 -0.5689 0.2700
H -2.2691 -3.9879 0.7082 0.2985
H 1.7732 -8.3407 -4.9941 0.2266
H -5.9469 3.8441 -0.5176 0.2181
C 7.2798 -0.4879 4.1646 0.7325
H -2.8577 5.4759 -1.0976 0.4369
```


> Which of these has the highest electronic energy?

C37H69ClF4N6O11Si2